Entry 1:
107
Properties=species:S:1:pos:R:3 method="wB97M-V/def2-TZVPD" total_charge=+2 relative_energy_ev=4.8110 homo_lumo_gap_ha=0.217 e_homo_ev=-14.14 lumo_ev=-8.2 spin_multiplicity=1
Ti 1.34121 -0.47587 0.38533
C 2.58851 -1.36078 -3.61584
C 2.45603 0.13230 -3.26334
P 2.79688 0.52447 -1.52238
C 4.53434 0.10142 -1.29335
C 5.49582 0.84024 -1.98532
C 6.83310 0.49410 -1.89062
C 7.21656 -0.59118 -1.11203
C 6.26538 -1.32915 -0.42293
C 4.92572 -0.98145 -0.51050
C 2.61372 2.30545 -1.31361
C 1.76678 3.04677 -2.13949
C 1.63862 4.41324 -1.94356
C 2.33866 5.03873 -0.92110
C 3.16864 4.30033 -0.08798
C 3.30940 2.93526 -0.27957
C 2.17295 -2.38965 -2.55002
P 0.67232 -1.97029 -1.58013
C -0.00226 -3.52310 -0.97159
C -1.36383 -3.80077 -1.05204
C -1.85124 -4.99751 -0.54741
C -0.98660 -5.91008 0.03875
C 0.37223 -5.63164 0.12648
C 0.86599 -4.43900 -0.37293
C -0.48839 -1.20598 -2.72551
C -0.89997 0.11576 -2.57059
C -1.65816 0.72458 -3.56016
C -2.02825 0.01006 -4.68988
C -1.64465 -1.31866 -4.83530
C -0.86963 -1.92546 -3.86102
H 3.62418 -1.57604 -3.87961
H 1.99840 -1.53007 -4.51624
H 1.46042 0.49632 -3.50404
H 3.16149 0.71543 -3.85958
H 5.20367 1.69450 -2.58572
H 7.57720 1.07110 -2.42253
H 8.26195 -0.85938 -1.04037
H 6.56661 -2.16982 0.18733
H 4.19694 -1.55810 0.04914
H 1.22594 2.57574 -2.95125
H 1.00029 4.99214 -2.59771
H 2.24253 6.10671 -0.77720
H 3.71899 4.78997 0.70407
H 3.97380 2.36457 0.35779
H 2.98096 -2.53565 -1.82747
H 2.00813 -3.35954 -3.02334
H -2.03851 -3.09300 -1.51376
H -2.90740 -5.22052 -0.61997
H -1.36993 -6.84517 0.42436
H 1.04546 -6.34774 0.57784
H 1.92877 -4.23302 -0.30345
H -0.63918 0.67909 -1.68134
H -1.97526 1.75213 -3.43692
H -2.62531 0.48375 -5.45766
H -1.94335 -1.87775 -5.71161
H -0.56080 -2.95747 -3.98632
C -4.90817 0.46794 0.91522
C -4.03561 -0.61225 0.29468
C -3.96716 -0.41912 -1.20842
C -4.53926 -1.99936 0.65151
O -2.66758 -0.55407 0.81741
Si -1.73366 0.64405 1.33881
O -0.17346 0.27354 0.69852
O -1.55710 0.71102 2.93488
C -1.91336 0.00079 4.13650
C -1.10387 -1.29617 4.23178
C -3.39769 -0.32997 4.11167
C -1.60033 0.93198 5.29770
O -2.10544 2.05685 0.67890
C -1.78850 3.42294 1.06846
C -0.35529 3.48503 1.57652
C -1.95937 4.25049 -0.19303
C -2.77467 3.84481 2.14536
H -5.91569 0.38811 0.50613
H -4.52777 1.46182 0.67972
H -4.98226 0.35709 1.99560
H -4.96642 -0.49157 -1.63872
H -3.34098 -1.18370 -1.66673
H -3.56079 0.56485 -1.44719
H -5.53306 -2.15792 0.23253
H -4.60151 -2.12408 1.73323
H -3.86585 -2.75995 0.25527
H -0.97439 -1.75400 3.24918
H -1.60533 -2.02658 4.86761
H -0.15172 -1.10229 4.74333
H -3.61825 -1.04539 3.31967
H -3.98459 0.57630 3.95557
H -3.69486 -0.76926 5.06345
H -0.55597 1.24031 5.27881
H -1.80073 0.43216 6.24594
H -2.22207 1.82535 5.24443
H 0.33531 3.09753 0.82443
H -0.24188 2.91548 2.50238
H -0.07931 4.51947 1.78226
H -1.22529 3.95318 -0.94466
H -1.82167 5.30969 0.02633
H -2.95970 4.11024 -0.60236
H -2.69980 3.18411 3.00969
H -3.79513 3.81314 1.76251
H -2.56332 4.86306 2.47344
F 1.70069 -3.01468 4.08026
Te 2.11124 -1.43022 3.28041
F 2.78337 -0.89556 4.89453
F 1.29012 0.21179 3.35084
F 3.82317 -1.83593 2.80360
F 2.79087 0.13434 1.39863
O 1.33822 -1.93567 1.70660

Entry 2:
28
Properties=species:S:1:pos:R:3 method="wB97M-V/def2-TZVPD" smiles="O=C(O)[C@@H](CS)CCc1ccccc1" total_charge=0 relative_energy_ev=3.7548 homo_lumo_gap_ha=0.350 e_homo_ev=-9.04 lumo_ev=0.5 spin_multiplicity=1
O 0.10755 -0.33989 2.79969
C -0.20861 0.15598 1.63802
O 0.59110 1.14276 1.16227
C -1.51717 -0.12539 0.87724
C -1.96647 0.86828 -0.19260
S -2.23081 2.66771 0.43350
C -1.51982 -1.47321 0.20787
C -0.89824 -1.61962 -1.13304
C 0.52942 -1.26989 -1.29120
C 0.99086 -0.09598 -2.00363
C 2.32097 0.13986 -1.99390
C 3.14022 -0.26801 -0.88120
C 2.76187 -1.53017 -0.39611
C 1.48931 -1.95559 -0.49825
H 1.47131 1.31816 1.40830
H -2.26701 -0.24516 1.63726
H -3.02815 0.58746 -0.58498
H -1.27519 1.02487 -1.01219
H -1.18605 2.65590 1.58676
H -2.48539 -1.77562 0.18596
H -0.94490 -2.24374 0.93167
H -1.50518 -1.35539 -1.98358
H -1.04199 -2.72262 -1.37666
H 0.32702 0.75081 -2.46398
H 2.81609 0.89621 -2.49167
H 4.20286 0.19847 -0.77805
H 3.28106 -2.17336 0.41265
H 1.00524 -2.97984 -0.10253

Entry 3:
57
Properties=species:S:1:pos:R:3 method="wB97M-V/def2-TZVPD" total_charge=0 relative_energy_ev=7.8331 homo_lumo_gap_ha="0.190 / 0.120" e_homo_ev="-6.33 / -6.33" lumo_ev="-1.2 / -3.1" spin_multiplicity=2 s2=0.754
Cu -0.15537 -0.14800 0.19811
C 0.95132 3.00561 -3.99952
C 1.00183 2.05960 -2.83019
O 1.06818 2.53443 -1.68707
O 1.07294 0.82329 -2.87357
H -0.04275 3.25290 -4.37204
H 1.29188 2.60417 -4.95396
H 1.51427 3.92419 -3.83399
C -2.89462 -3.22205 -1.71763
O -3.03100 -2.15318 -2.71300
O -2.44811 -2.58207 -0.54023
C -4.29454 -3.92798 -1.70048
F -4.43191 -4.72159 -0.58581
F -5.25547 -3.04494 -1.47016
F -4.60258 -4.70147 -2.71914
C -3.01443 -2.40718 -4.09440
C -3.15394 -1.01699 -4.58689
H -2.55878 -0.31224 -4.00619
H -2.87997 -0.98531 -5.64142
H -4.11807 -0.51678 -4.49546
H -3.78917 -3.08221 -4.45803
H -2.04206 -2.77485 -4.42214
H -2.10457 -3.92988 -1.96844
C -1.46933 2.20334 4.65052
C -1.62696 1.68619 3.31207
C -2.50085 2.33259 2.33138
O -2.43064 1.62554 1.05838
C -3.59999 1.82919 0.24060
N -0.29318 1.64042 2.74291
H -1.27972 3.27635 4.62226
H -0.69855 1.67112 5.20796
H -2.33598 2.14336 5.30887
H -2.00090 0.66408 3.37161
H -2.24146 3.35333 2.05047
H -3.51687 2.29529 2.72434
H -3.90135 0.99717 -0.39581
H -3.57703 2.68168 -0.43824
H -4.49156 1.91178 0.86221
H 0.22952 1.30154 3.53791
H 0.04104 2.58802 2.64061
C 4.73964 -2.38117 0.09712
C 4.33027 -1.66546 1.37667
C 4.86311 -0.22951 1.40775
O 4.52865 0.44270 2.57152
C 5.54163 1.37498 2.90921
N 2.83631 -1.64168 1.38358
H 4.43784 -3.42663 0.16062
H 5.80850 -2.35921 -0.11540
H 4.32639 -2.00674 -0.83943
H 4.76245 -1.99187 2.32259
H 4.52226 0.48522 0.65869
H 5.94512 -0.13103 1.32032
H 6.51511 0.91197 3.07065
H 5.21063 1.88357 3.81468
H 5.66485 2.04050 2.05481
H 2.72372 -2.59106 1.05785
H 2.85397 -1.59291 2.39225

| no. | maximum force (eV Å⁻¹) |
| --- | --- |
| 1 | 0.943 |
| 2 | 6.549 |
| 3 | 3.688 |